C5H8O2 | the ωB97M-V functional and the def2-TZVPD basis

XYZ file:
```
15
Properties=species:S:1:pos:R:3:lowdin_charge:R:1
O 2.470 0.512 0.589 -0.06
H 0.195 -0.829 1.125 0.13
H -2.744 1.275 -0.082 0.11
H -0.355 1.127 -1.173 0.12
C -2.006 0.488 0.038 -0.10
H -0.109 -1.333 -0.541 0.12
C 1.783 -0.400 -0.246 -0.28
C -0.526 0.745 -0.155 -0.21
H 1.920 -0.147 -1.309 0.12
H 2.336 1.401 0.242 0.08
C 0.299 -0.521 0.077 -0.21
H -0.201 1.532 0.539 0.11
C -2.464 -0.704 0.352 -0.21
O -2.854 -1.772 0.629 0.17
H 2.256 -1.375 -0.085 0.12
```

The relative energy (zero: lowest compared OMol25 entry of this formula, charge and spin) is 31.3 kcal per mole. Its orbital gap is 9.64 eV. Its SMILES is O=C=CCCCO. The LUMO energy is 0.731 eV.

C5H8O2 | the ωB97M-V functional and the def2-TZVPD basis

XYZ file:
```
15
Properties=species:S:1:pos:R:3:lowdin_charge:R:1
H 0.573 -1.155 -1.984 0.09
H 1.814 0.273 1.331 0.11
H -0.191 2.090 -0.234 0.11
H -1.036 -0.405 -1.859 0.09
O -0.107 -1.232 0.597 0.02
O -2.184 -0.534 1.236 0.08
C 0.228 -0.064 -0.153 -0.50
H 0.389 0.600 -2.187 0.09
C 0.028 -0.273 -1.632 0.00
H -0.480 1.350 1.412 0.11
H -1.330 -2.331 1.689 0.15
H 2.149 1.077 -0.280 0.11
C 0.033 1.283 0.460 -0.06
C -1.297 -1.345 1.202 -0.33
C 1.410 0.667 0.403 -0.06
```

The relative energy (zero: lowest compared OMol25 entry of this formula, charge and spin) is 23.3 kcal per mole. Its orbital gap is 11.25 eV. Its SMILES is CC1(OC=O)CC1. The LUMO energy is 0.946 eV.

C5H8O2 | the ωB97M-V functional and the def2-TZVPD basis

XYZ file:
```
15
Properties=species:S:1:pos:R:3:lowdin_charge:R:1
C -0.359 -1.019 -0.574 -0.22
H -2.830 0.552 1.320 0.06
H 0.047 -0.655 -1.525 0.12
H 2.294 1.530 -1.169 0.12
C 1.399 1.178 -0.612 -0.23
O 0.630 -0.972 0.441 -0.14
C -1.585 -0.231 -0.190 -0.16
H 1.940 0.345 1.239 0.14
H -1.363 -0.433 1.892 0.06
O 0.353 1.767 -0.707 0.07
C 1.667 -0.052 0.250 -0.18
H -0.611 -2.076 -0.718 0.13
H -2.159 0.194 -1.011 0.10
H 2.562 -0.551 -0.154 0.12
C -1.951 -0.034 1.070 0.01
```

The relative energy (zero: lowest compared OMol25 entry of this formula, charge and spin) is 52.3 kcal per mole. Its orbital gap is 10.09 eV. Its SMILES is C=CCOCC=O. The LUMO energy is 0.769 eV.

C5H8O2 | the ωB97M-V functional and the def2-TZVPD basis

XYZ file:
```
15
Properties=species:S:1:pos:R:3:lowdin_charge:R:1
C -0.182 1.399 -0.319 -0.12
H -2.176 0.502 -1.017 0.13
C 1.360 -1.495 0.305 0.04
H 1.401 -1.775 -0.744 0.08
H 2.028 1.382 -0.207 0.11
H 2.280 -1.534 0.876 0.07
C -1.471 0.417 -0.165 -0.08
O -1.245 -1.879 -0.874 0.08
C -0.928 -0.981 -0.121 -0.46
H -2.097 0.614 0.726 0.12
O 1.200 1.049 0.209 -0.16
H -0.471 2.320 0.184 0.10
H -0.073 1.518 -1.391 0.10
C 0.211 -1.064 0.811 -0.13
H 0.163 -0.471 1.727 0.12
```

The relative energy (zero: lowest compared OMol25 entry of this formula, charge and spin) is 68.3 kcal per mole. Its orbital gap is 9.83 eV. Its SMILES is C=CC(=O)CCO. The LUMO energy is 0.668 eV.

C5H8O2 | the ωB97M-V functional and the def2-TZVPD basis

XYZ file:
```
15
Properties=species:S:1:pos:R:3:lowdin_charge:R:1
C -0.779 1.122 0.071 -0.21
O 2.501 -0.641 0.322 0.01
C -1.769 -0.023 -0.117 -0.14
H -0.571 1.607 -0.894 0.10
H -1.217 1.885 0.729 0.11
H 0.255 -0.577 -2.324 0.07
H -2.713 0.061 -0.642 0.11
H 0.427 0.117 1.657 0.12
C -1.437 -1.215 0.339 -0.24
C 0.478 0.525 0.650 -0.13
O -1.113 -2.257 0.755 0.17
H 3.122 -0.795 -0.398 0.10
H 1.653 0.617 -1.102 0.10
C 1.532 0.215 -0.098 -0.24
H -0.413 -0.602 -1.998 0.06
```

The relative energy (zero: lowest compared OMol25 entry of this formula, charge and spin) is 70.1 kcal per mole. Its orbital gap is 9.57 eV. Its SMILES is O=C=CC/C=C/O.[H][H]. The LUMO energy is 0.793 eV.

C5H8O2 | the ωB97M-V functional and the def2-TZVPD basis

XYZ file:
```
15
Properties=species:S:1:pos:R:3:lowdin_charge:R:1
H 0.621 -2.075 -0.383 0.16
C 0.415 0.990 0.047 -0.35
O -0.948 1.201 -0.140 -0.06
C 0.814 -0.147 1.008 -0.06
H 0.971 2.010 0.275 0.19
O -1.090 -1.078 0.031 -0.09
H 0.271 -0.086 1.948 0.11
H 0.501 0.031 -2.097 0.15
H 1.960 -0.116 -1.094 0.17
H -2.187 0.195 1.069 0.14
C -1.798 0.123 0.023 -0.22
C 0.787 0.065 -0.993 -0.14
H 1.894 0.111 1.281 0.14
C 0.293 -1.046 -0.133 -0.30
H -2.503 -0.179 -0.844 0.17
```

The relative energy (zero: lowest compared OMol25 entry of this formula, charge and spin) is 86.2 kcal per mole. Its orbital gap is 10.06 eV. The LUMO energy is 0.921 eV.

C5H8O2 | the ωB97M-V functional and the def2-TZVPD basis

XYZ file:
```
15
Properties=species:S:1:pos:R:3:lowdin_charge:R:1
O -1.187 -0.901 -1.051 0.06
H 0.363 0.328 1.668 0.12
C 1.568 -0.224 -1.651 0.05
H -1.402 2.091 1.400 0.08
O 2.003 -1.119 0.511 0.04
H 2.547 -0.476 -2.025 0.05
C 1.171 -0.583 -0.430 -0.39
H -2.092 0.654 2.131 0.08
H 2.904 -1.138 0.164 0.11
H -2.394 0.997 0.423 0.06
C -0.300 -0.692 -0.044 -0.26
H 0.872 0.193 -2.356 0.06
C -0.394 0.270 0.898 -0.09
H -2.018 -0.445 -0.850 0.10
C -1.640 1.045 1.212 -0.07
```

The relative energy (zero: lowest compared OMol25 entry of this formula, charge and spin) is 59.2 kcal per mole. Its orbital gap is 8.75 eV. Its SMILES is C=C(O)/C(O)=C/C. The LUMO energy is 0.706 eV.

C5H8O2 | the ωB97M-V functional and the def2-TZVPD basis

XYZ file:
```
15
Properties=species:S:1:pos:R:3:lowdin_charge:R:1
H -2.378 -0.895 0.152 0.11
H 2.368 0.537 -1.603 0.06
C -1.589 -0.284 -0.275 -0.05
O 1.736 -1.249 0.278 0.05
C -1.245 0.994 0.444 -0.06
H 0.202 -1.601 1.700 0.10
C -0.324 -0.172 0.546 -0.47
O -0.312 -0.788 1.798 0.03
H 2.576 -1.256 -0.199 0.12
C 1.406 0.652 -1.111 0.06
H -1.494 -0.309 -1.357 0.11
H -0.933 1.858 -0.134 0.10
H -1.798 1.221 1.351 0.11
H 0.787 1.479 -1.431 0.06
C 0.997 -0.187 -0.159 -0.32
```

The relative energy (zero: lowest compared OMol25 entry of this formula, charge and spin) is 40.8 kcal per mole. Its orbital gap is 9.55 eV. Its SMILES is C=C(O)C1(O)CC1. The LUMO energy is 0.736 eV.

C5H8O2 | the ωB97M-V functional and the def2-TZVPD basis

XYZ file:
```
15
Properties=species:S:1:pos:R:3:lowdin_charge:R:1
C -0.543 -0.815 -1.357 -0.12
O -1.389 1.563 1.349 0.04
H -0.419 0.789 -1.598 0.14
C 0.266 -0.203 1.194 -0.08
H -0.504 1.795 -0.274 0.07
H 1.234 0.185 1.553 0.14
H 1.381 -1.991 -0.904 0.10
C -0.794 0.641 1.873 -0.20
C 0.213 -0.234 -0.306 -0.39
C 0.958 -1.055 -1.294 -0.12
H 0.200 -1.233 1.574 0.14
H 1.613 -0.564 -2.020 0.09
O 0.179 1.405 -0.872 -0.01
H -1.309 -1.582 -1.256 0.07
H -0.979 0.399 2.941 0.13
```

The relative energy (zero: lowest compared OMol25 entry of this formula, charge and spin) is 114.0 kcal per mole. Its orbital gap is 8.47 eV. The LUMO energy is 0.549 eV.

C5H8O2 | the ωB97M-V functional and the def2-TZVPD basis

XYZ file:
```
15
Properties=species:S:1:pos:R:3:lowdin_charge:R:1
O -0.897 1.661 -0.258 0.03
C 0.724 0.019 -0.982 -0.37
H -2.295 -0.487 0.586 0.09
C 0.543 0.294 1.139 -0.04
C -1.510 -0.694 -0.143 0.00
H -1.935 -0.652 -1.152 0.10
H 2.706 -0.218 -0.009 0.12
H 1.377 -1.240 0.757 0.10
H -1.123 -1.709 0.011 0.09
C -0.421 0.362 -0.051 -0.55
O 0.864 0.365 -2.132 0.12
H 0.909 1.236 1.518 0.11
C 1.635 -0.431 0.109 -0.01
H 0.135 -0.310 1.981 0.12
H -0.775 1.828 -1.201 0.10
```

The relative energy (zero: lowest compared OMol25 entry of this formula, charge and spin) is 48.0 kcal per mole. Its orbital gap is 10.42 eV. Its SMILES is C[C@@]1(O)CCC1=O. The LUMO energy is 0.824 eV.

C5H8O2 | the ωB97M-V functional and the def2-TZVPD basis

XYZ file:
```
15
Properties=species:S:1:pos:R:3:lowdin_charge:R:1
O 3.533 1.151 0.649 0.07
H -2.359 -0.285 -1.734 0.07
O 1.127 -0.370 1.546 0.09
H 0.457 0.040 -1.596 0.12
H -3.141 -0.587 -0.178 0.07
H 0.087 1.408 -0.568 0.13
C -1.004 -0.395 -0.012 -0.27
H -1.063 -0.176 1.057 0.11
C -2.331 -0.034 -0.669 -0.11
C 0.247 0.320 -0.554 -0.11
C 1.390 0.026 0.427 -0.30
H -2.556 1.033 -0.560 0.07
C 2.928 0.131 0.441 -0.19
H 3.395 -0.870 0.556 0.13
H -0.841 -1.479 -0.081 0.12
```

The relative energy (zero: lowest compared OMol25 entry of this formula, charge and spin) is 31.8 kcal per mole. Its orbital gap is 10.16 eV. Its SMILES is CCCC(=O)C=O. The LUMO energy is 0.520 eV.

C5H8O2 | the ωB97M-V functional and the def2-TZVPD basis

XYZ file:
```
15
Properties=species:S:1:pos:R:3:lowdin_charge:R:1
H 0.758 -2.352 -0.328 0.12
C -0.789 -0.782 -0.490 -0.26
C 1.045 -0.181 -0.254 -0.23
C 0.356 0.965 0.518 -0.33
H 0.336 1.972 -1.116 0.10
C 0.387 -1.481 0.224 -0.04
O 0.182 -0.226 -1.430 -0.08
H 2.108 -0.075 -0.478 0.15
H -1.580 1.265 -0.102 0.12
O 0.463 2.185 -0.174 -0.03
H -1.592 0.168 1.355 0.12
H 0.315 -1.688 1.296 0.12
H -1.606 -1.328 -0.968 0.15
H 0.723 1.131 1.537 0.15
C -1.095 0.433 0.410 -0.07
```

The relative energy (zero: lowest compared OMol25 entry of this formula, charge and spin) is 40.2 kcal per mole. Its orbital gap is 10.74 eV. The LUMO energy is 1.025 eV.